# 1
{"formula": "C6H10O", "method": "the ωB97M-V functional and the def2-TZVPD basis", "elements": ["C", "C", "O", "C", "C", "C", "C", "H", "H", "H", "H", "H", "H", "H", "H", "H", "H"], "positions_angstrom": [[-0.26870, 1.62953, -0.86110], [0.53824, 0.45666, -1.27549], [1.64843, 0.21030, -0.45546], [1.33852, -0.93143, 0.32488], [-0.19819, -1.01343, 0.40308], [-0.81108, -0.12355, 1.45870], [-0.59981, -0.35249, -0.88686], [-0.50791, 0.95814, 1.26755], [-1.01671, 2.02326, -0.19101], [-0.17370, 2.46449, -1.56054], [0.75418, 0.50330, -2.35599], [1.73913, -1.83427, -0.16048], [1.82432, -0.79957, 1.29756], [-0.54280, -2.05326, 0.49564], [-0.36579, -0.30286, 2.43157], [-1.90706, -0.18161, 1.54305], [-1.45109, -0.65320, -1.47510]], "nbo_charge": [-0.5273, -0.0067, -0.5169, -0.0641, -0.3129, -0.6123, -0.0935, 0.2295, 0.2358, 0.2034, 0.2236, 0.1675, 0.1931, 0.2296, 0.2035, 0.2151, 0.2326]}

# 2
{"formula": "C4H15Br2N2O2P2", "method": "the ωB97M-V functional and the def2-TZVPD basis", "elements": ["C", "N", "C", "P", "P", "N", "O", "O", "H", "H", "H", "H", "H", "H", "H", "H", "H", "H", "H", "Br", "C", "C", "Br", "H", "H", "H", "H"], "positions_angstrom": [[4.84598, -1.15396, -0.34684], [3.32534, -1.37959, -0.48082], [2.89628, -0.37673, -1.52876], [1.03459, -0.38752, -1.95268], [-0.28232, -1.01786, -0.33402], [-0.97332, 0.28911, 0.37401], [-1.56250, -2.04351, -1.01440], [0.52575, -1.88546, 0.96572], [5.28953, -1.77141, 0.56700], [5.02318, -0.01348, -0.05970], [5.42960, -1.37245, -1.33724], [2.96921, -1.10509, 0.48417], [3.26102, 0.72744, -1.28818], [3.47169, -0.67308, -2.53189], [0.67510, 1.00266, -2.26567], [0.74614, -1.21605, -3.10315], [-0.63075, 1.17608, -0.05650], [-1.05229, -2.65879, -1.62453], [0.70776, -2.79588, 0.56680], [-3.53476, 3.40364, 0.31967], [-3.73219, 1.98262, 1.64103], [-5.16457, 1.86464, 2.10799], [-5.61632, 3.28554, 3.36576], [-3.02812, 2.19779, 2.44923], [-3.41886, 1.07024, 1.12535], [-5.31293, 0.93508, 2.66418], [-5.89226, 1.91601, 1.29345]], "nbo_charge": [-0.4532, -0.6355, -0.5090, 0.5509, 1.7443, -1.1542, -0.8690, -0.8776, 0.2524, 0.1900, 0.2256, 0.3866, 0.2574, 0.2780, 0.1392, 0.0986, 0.3879, 0.4857, 0.5011, -0.0288, -0.4482, -0.4548, -0.0024, 0.2343, 0.2332, 0.2325, 0.2350], "charge": 1}

# 3
{"formula": "C7H14O2", "method": "the ωB97M-V functional and the def2-TZVPD basis", "elements": ["C", "C", "C", "C", "C", "C", "C", "O", "O", "H", "H", "H", "H", "H", "H", "H", "H", "H", "H", "H", "H", "H", "H"], "positions_angstrom": [[1.16340, -0.06597, 0.90420], [-0.83080, -1.01301, -1.36682], [1.69922, 1.05968, 0.06162], [0.27804, -1.22873, -2.34212], [-1.62218, 0.05521, -1.34151], [-0.06366, 0.03481, 1.77420], [-0.94389, 1.24441, 1.71663], [1.21321, 0.10765, 2.31844], [-0.78796, -1.10760, 2.05700], [-0.17997, -1.80686, 2.31709], [1.47168, -1.06376, 0.59464], [-1.02405, -1.83445, -0.68876], [2.74974, 0.89541, -0.16510], [1.60369, 2.00968, 0.57628], [1.14480, 1.13049, -0.86907], [1.23128, -1.37418, -1.82586], [0.37154, -0.38242, -3.02058], [0.08386, -2.12304, -2.92889], [-1.43716, 1.23996, 0.70624], [-2.52632, 0.06059, -0.75560], [-1.52068, 0.83992, -2.07611], [-1.70924, 1.17351, 2.48568], [-0.36456, 2.14871, 1.86840]], "nbo_charge": [0.0289, -0.1575, -0.6471, -0.6515, -0.4319, 0.4907, -0.6590, -0.5070, -0.7078, 0.4817, 0.1703, 0.2021, 0.2156, 0.2221, 0.2219, 0.2108, 0.2099, 0.2228, 0.2358, 0.2047, 0.1900, 0.2288, 0.2258], "smiles": "C[C@H]1O[C@]1(C)O.C=CC"}

# 4
{"formula": "C17H27NO5", "method": "the ωB97M-V functional and the def2-TZVPD basis", "elements": ["C", "C", "H", "H", "O", "C", "C", "C", "C", "C", "C", "O", "C", "C", "H", "H", "H", "H", "H", "O", "C", "C", "H", "H", "H", "H", "H", "H", "C", "O", "N", "H", "C", "C", "H", "H", "H", "C", "O", "C", "H", "H", "H", "H", "H", "H", "H", "H", "H", "H"], "positions_angstrom": [[-3.20731, -2.66051, 1.90719], [-2.85566, -3.06575, 0.48151], [-3.61904, -2.70360, -0.21160], [-2.78770, -4.15489, 0.40158], [-1.56171, -2.62940, 0.09124], [-1.21179, -1.31087, 0.14912], [0.13058, -1.08864, 0.44528], [0.64465, 0.19578, 0.48494], [-0.20771, 1.27589, 0.28744], [-1.55012, 1.08495, 0.00562], [-2.05877, -0.22444, -0.12207], [-3.36158, -0.49392, -0.45031], [-4.02282, 0.30668, -1.41834], [-5.07905, -0.56266, -2.08677], [-5.62924, 0.02445, -2.81660], [-4.61154, -1.40610, -2.58911], [-5.77216, -0.94236, -1.34068], [-4.49319, 1.16929, -0.93369], [-3.30458, 0.67146, -2.16069], [-2.44474, 2.10197, -0.18152], [-2.04061, 3.44208, 0.02539], [-1.91351, 3.80233, 1.50201], [-2.85065, 3.59639, 2.01349], [-1.68275, 4.85957, 1.59889], [-1.12579, 3.22496, 1.97863], [-1.10866, 3.65385, -0.51160], [-2.84183, 4.03019, -0.43240], [0.22134, 2.26035, 0.37319], [2.07194, 0.50824, 0.78111], [2.42461, 1.58440, 1.23229], [2.94944, -0.48211, 0.50232], [2.63534, -1.31596, 0.03359], [4.37726, -0.32403, 0.68466], [5.01904, -1.69003, 0.88141], [4.96485, -2.25685, -0.04556], [6.06466, -1.57474, 1.15142], [4.51197, -2.23919, 1.67116], [5.02059, 0.42483, -0.50310], [4.93909, -0.27519, -1.72676], [3.84613, 0.06720, -2.54184], [2.88434, -0.21048, -2.09695], [3.98063, -0.48040, -3.47366], [3.83310, 1.14310, -2.75378], [6.08748, 0.54758, -0.29270], [4.56099, 1.41600, -0.59031], [4.51241, 0.30563, 1.57210], [0.73120, -1.95918, 0.65686], [-4.14541, -3.12567, 2.19691], [-3.31578, -1.58126, 1.97529], [-2.42586, -2.97938, 2.59358]], "nbo_charge": [-0.6408, -0.0592, 0.1895, 0.1836, -0.5024, 0.2582, -0.2483, -0.1265, -0.2784, 0.2524, 0.2549, -0.5387, -0.0502, -0.6237, 0.2135, 0.2091, 0.2102, 0.1844, 0.1761, -0.5091, -0.0598, -0.6398, 0.2133, 0.2169, 0.2210, 0.1752, 0.1918, 0.2415, 0.6706, -0.6344, -0.6155, 0.3999, -0.0757, -0.6190, 0.2153, 0.2181, 0.2137, -0.0700, -0.5501, -0.2445, 0.1646, 0.1917, 0.1673, 0.1850, 0.1854, 0.2219, 0.2193, 0.2160, 0.2153, 0.2101], "smiles": "CCOc1cc(C(=O)N[C@@H](C)COC)cc(OCC)c1OCC"}

no.,largest force on an atom (eV Å⁻¹),M (g mol⁻¹),LUMO level (eV)
1,2.2,98.1,0.6037
2,6.9,344.9,-5.0170
3,1.9,130.2,0.9239
4,0.7,325.4,0.7769